1.
Here is a cluster of 2 separate species, C4H13N2O in total from OMol25. Energies are from wB97M-V/def2-TZVPD.

```
20
Properties=species:S:1:pos:R:3:lowdin_charge:R:1
N -2.553 0.060 1.123 0.192
C -2.916 -0.433 -0.038 -0.169
N -2.144 -0.423 -1.085 0.196
H -1.604 0.401 1.243 0.111
H -3.104 -0.124 1.946 0.139
H -3.918 -0.832 -0.113 0.161
H -2.519 -0.715 -1.973 0.143
H -1.222 0.011 -0.982 0.090
C 1.876 -0.261 1.252 -0.045
C 1.240 -0.129 -0.112 -0.448
C 2.184 0.398 -1.164 -0.042
O 0.064 0.757 -0.016 -0.118
H 1.135 -0.521 2.008 0.081
H 2.352 0.672 1.550 0.092
H 2.651 -1.021 1.238 0.092
H 0.805 -1.082 -0.414 0.136
H 3.095 -0.197 -1.160 0.096
H 2.454 1.427 -0.921 0.094
H 1.770 0.354 -2.170 0.088
H 0.353 1.656 -0.212 0.111
```

total charge: +1
HOMO: -14.84 eV
strongest force on any atom: 0.467 eV/Å
frontier orbital gap: 11.73 eV
E_tot: -9381.0569 eV

=====

2.
Here is a cluster of 2 separate species, C4H13N2O in total from OMol25. Energies are from wB97M-V/def2-TZVPD.

```
20
Properties=species:S:1:pos:R:3:lowdin_charge:R:1
C -1.682 0.626 0.476 -0.216
C -1.118 0.970 -0.834 -0.183
C -0.462 -0.145 -1.633 -0.032
C 0.107 -1.223 -1.059 -0.116
N 0.541 -1.280 0.266 0.162
N -0.603 0.482 1.514 -0.025
H -2.453 1.272 0.868 0.125
H -1.995 -0.373 0.362 0.107
H -1.872 1.587 -1.416 0.150
H -0.228 1.637 -0.604 0.132
H -0.733 -0.295 -2.733 0.147
H 0.320 -2.082 -1.571 0.099
H 1.399 -0.772 0.165 0.076
H 0.555 -2.151 0.710 0.157
H -0.126 -0.786 0.903 0.045
H -0.072 1.288 1.738 0.087
H -0.626 -0.026 2.444 0.150
H 2.475 0.957 -0.191 0.089
H 3.779 0.124 0.243 0.107
O 2.794 0.189 0.353 -0.062
```

total charge: +1
HOMO: -13.56 eV
strongest force on any atom: 3.763 eV/Å
frontier orbital gap: 10.61 eV
E_tot: -9378.0945 eV

=====

3.
Here is a cluster of 2 separate species, C4H13N2O in total from OMol25. Energies are from wB97M-V/def2-TZVPD.

```
20
Properties=species:S:1:pos:R:3:lowdin_charge:R:1
C -0.461 -2.207 0.250 -0.241
O -0.745 -1.792 -1.100 -0.101
C 0.195 -1.067 0.977 -0.340
N 0.275 -1.361 2.369 0.019
H -1.414 -2.341 0.806 0.131
H 0.071 -3.183 0.258 0.138
H -1.474 -2.344 -1.419 0.102
H 1.175 -0.947 0.453 0.117
H -0.362 -0.130 0.830 0.104
H 0.312 -0.514 2.918 0.076
H 1.123 -1.890 2.569 0.094
C -0.151 2.967 -0.537 0.017
C 0.350 0.933 -1.800 0.187
N 0.518 1.668 -0.765 -0.006
H 0.654 3.670 -0.253 0.117
H -0.863 2.821 0.284 0.113
H -0.665 3.229 -1.462 0.104
H -0.077 1.353 -2.712 0.138
H 0.619 -0.112 -1.726 0.097
H 0.921 1.248 0.060 0.133
```

total charge: +1
HOMO: -12.94 eV
strongest force on any atom: 1.956 eV/Å
frontier orbital gap: 8.08 eV
E_tot: -9378.6222 eV

=====

4.
Here is a cluster of 2 separate species, C4H13N2O2 in total from OMol25. Energies are from wB97M-V/def2-TZVPD.

```
21
Properties=species:S:1:pos:R:3:lowdin_charge:R:1
C -0.149 0.447 2.046 -0.281
N 0.853 0.273 3.088 -0.023
C 0.272 0.032 0.637 -0.436
C 0.111 -1.478 0.430 -0.071
N -0.363 0.847 -0.378 -0.039
C 0.423 0.945 -1.651 -0.495
O 0.586 -0.200 -2.336 -0.298
H -0.472 1.488 2.046 0.097
H -1.065 -0.082 2.348 0.099
H 1.472 -0.511 2.915 0.049
H 1.452 1.087 3.125 0.049
H 1.338 0.253 0.550 0.127
H 0.640 -1.741 -0.479 0.058
H -0.925 -1.767 0.256 0.072
H 0.487 -2.087 1.267 0.062
H -1.241 0.417 -0.652 0.086
H -0.114 1.740 -2.218 0.086
H 1.391 1.388 -1.356 0.081
H -0.771 -0.506 -3.021 -0.015
H -2.230 0.077 -3.114 -0.022
O -1.696 -0.622 -3.504 -0.188
```

total charge: -1
HOMO: -3.59 eV
strongest force on any atom: 0.783 eV/Å
frontier orbital gap: 7.52 eV
E_tot: -11434.4639 eV

=====

5.
Here is a cluster of 2 separate species, C4H13N2O2 in total from OMol25. Energies are from wB97M-V/def2-TZVPD.

```
21
Properties=species:S:1:pos:R:3:lowdin_charge:R:1
C 0.076 0.666 0.745 -0.321
C 1.203 -0.199 0.106 -0.184
C 0.821 -0.639 -1.339 -0.323
N -0.280 -1.590 -1.488 -0.014
N -0.587 0.055 1.874 -0.076
C -1.530 -1.083 1.395 -0.545
O -2.313 -0.707 0.406 -0.310
H 0.573 1.575 1.142 0.096
H -0.589 0.970 -0.069 0.087
H 1.140 -1.142 0.670 0.092
H 2.207 0.200 0.201 0.084
H 0.555 0.141 -2.068 0.093
H 1.781 -1.086 -1.650 0.086
H -0.013 -2.477 -1.075 0.045
H -1.071 -1.225 -0.931 0.019
H -1.196 0.767 2.259 0.072
H -0.924 -2.012 1.147 0.076
H -1.984 -1.331 2.381 0.069
H 1.338 3.045 -1.680 0.015
H 0.279 2.688 -0.680 0.015
O 0.514 3.382 -1.345 -0.074
```

total charge: -1
HOMO: -3.23 eV
strongest force on any atom: 2.597 eV/Å
frontier orbital gap: 6.84 eV
E_tot: -11433.6470 eV

=====

6.
Here is a structure of composition C4H13N2O2 from OMol25. Energies are from wB97M-V/def2-TZVPD.

```
21
Properties=species:S:1:pos:R:3:lowdin_charge:R:1
C 1.292 0.596 0.078 -0.228
N 1.090 -0.165 1.339 -0.067
C 0.575 0.612 2.444 -0.436
O -0.708 1.112 2.464 -0.228
C 1.055 -0.296 -1.111 -0.266
N -0.319 -0.291 -1.642 -0.148
C -0.709 -1.437 -2.435 -0.175
H 0.615 1.519 -0.066 0.148
H 2.337 0.860 0.116 0.089
H 0.482 -0.956 1.149 0.093
H 0.504 -0.057 3.396 0.107
H 1.279 1.479 2.634 0.101
H 1.685 -0.031 -1.980 0.101
H 1.254 -1.395 -0.989 0.104
H -1.130 0.019 -1.078 0.094
H -1.293 -1.125 -3.322 0.063
H 0.174 -2.025 -2.765 0.068
H -1.371 -2.127 -1.872 0.070
H -1.486 0.870 1.654 -0.040
H -2.867 1.828 1.140 -0.078
O -2.458 1.010 0.847 -0.373
```

total charge: -1
HOMO: -3.73 eV
strongest force on any atom: 2.888 eV/Å
frontier orbital gap: 7.54 eV
E_tot: -11433.1516 eV

=====

7.
Here is a cluster of 2 separate species, C4H13N2O2 in total from OMol25. Energies are from wB97M-V/def2-TZVPD.

```
21
Properties=species:S:1:pos:R:3:lowdin_charge:R:1
N 0.731 -0.078 -1.252 0.234
C 0.674 -0.376 0.236 -0.272
C -0.059 0.769 0.951 -0.103
C 0.483 2.140 0.684 -0.201
O 1.272 2.382 -0.197 0.058
C -0.049 -1.690 0.395 -0.246
N 0.723 -2.743 -0.239 0.026
H 0.958 0.914 -1.399 0.135
H -0.179 -0.276 -1.675 0.171
H 1.422 -0.694 -1.670 0.162
H 1.714 -0.418 0.555 0.164
H -1.136 0.653 0.850 0.099
H 0.072 0.622 2.031 0.145
H 0.120 2.936 1.354 0.141
H -0.263 -1.864 1.447 0.130
H -1.045 -1.594 -0.045 0.116
H 0.162 -3.565 -0.420 0.088
H 1.530 -3.005 0.302 0.085
H -3.647 -0.244 0.264 0.060
H -3.367 0.924 -0.701 0.058
O -2.958 0.175 -0.258 -0.048
```

total charge: +1
HOMO: -13.74 eV
strongest force on any atom: 1.181 eV/Å
frontier orbital gap: 10.90 eV
E_tot: -11427.8879 eV

=====

8.
Here is a cluster of 2 separate species, C4H13N2O2 in total from OMol25. Energies are from wB97M-V/def2-TZVPD.

```
21
Properties=species:S:1:pos:R:3:lowdin_charge:R:1
N 3.150 0.476 0.121 0.170
C 1.853 0.170 0.905 0.014
C 0.478 0.827 -0.043 -0.328
N -0.760 0.496 0.199 -0.118
C -1.041 -0.237 1.435 -0.061
C -1.803 0.417 -0.847 -0.006
O 0.928 1.458 -1.056 -0.006
H 3.938 0.538 0.696 0.131
H 3.127 1.301 -0.492 0.150
H 3.199 -0.268 -0.720 0.242
H 1.782 0.543 1.824 0.048
H 1.801 -0.981 1.014 0.149
H -0.760 0.262 2.364 0.088
H -2.204 -0.381 1.535 0.133
H -0.739 -1.329 1.535 0.109
H -2.528 -0.304 -0.610 0.037
H -2.373 1.407 -0.879 0.136
H -1.497 0.141 -1.812 0.083
H -2.743 -2.101 -1.368 0.046
H -3.059 -3.253 -0.460 0.026
O -2.378 -2.639 -0.640 -0.042
```

total charge: +1
HOMO: -13.47 eV
strongest force on any atom: 6.296 eV/Å
frontier orbital gap: 9.96 eV
E_tot: -11425.6647 eV

=====

9.
Here is a cluster of 3 separate species, C4H13N2O4 in total from OMol25. Energies are from wB97M-V/def2-TZVPD.

```
23
Properties=species:S:1:pos:R:3:lowdin_charge:R:1
O 0.515 2.007 -1.855 0.107
C 0.230 1.828 -0.707 -0.162
C -0.470 0.522 -0.293 -0.237
C -0.222 0.194 1.172 -0.054
C -1.076 1.217 1.984 -0.543
N -0.556 1.525 3.184 0.189
O -2.083 1.659 1.485 0.087
N 0.150 -0.528 -1.162 0.188
H 0.488 2.557 0.078 0.153
H -1.502 0.621 -0.596 0.162
H -0.519 -0.801 1.462 0.132
H 0.834 0.420 1.363 0.127
H -1.099 2.029 3.865 0.126
H 0.240 1.035 3.556 0.113
H 0.939 -1.000 -0.674 0.116
H 0.468 -0.144 -2.055 0.154
H -0.477 -1.294 -1.498 0.102
H 3.075 -1.510 -1.350 0.074
H 3.251 -1.482 0.166 0.075
O 2.789 -1.040 -0.557 -0.037
H -1.967 -2.687 -1.795 0.074
H -1.686 -2.701 -3.312 0.083
O -1.322 -2.428 -2.463 -0.030
```

total charge: +1
HOMO: -13.60 eV
strongest force on any atom: 1.787 eV/Å
frontier orbital gap: 10.48 eV
E_tot: -15523.3490 eV

=====

10.
Here is a cluster of 2 separate species, C4H13N2OS in total from OMol25. Energies are from wB97M-V/def2-TZVPD.

```
21
Properties=species:S:1:pos:R:3:lowdin_charge:R:1
C 0.173 0.229 1.475 -0.117
C -0.793 -0.395 0.468 -0.468
C -0.906 0.432 -0.787 -0.799
S -1.932 1.925 -0.718 0.129
N -0.422 -1.897 0.223 -0.028
C 1.016 -2.135 0.316 -0.383
N 1.436 -2.888 1.506 -0.029
H -0.102 -0.028 2.545 0.086
H -0.229 1.230 1.585 0.040
H 1.244 0.287 1.262 0.067
H -1.828 -0.367 0.823 0.098
H 0.114 0.710 -1.104 0.044
H -1.303 -0.260 -1.566 0.040
H -0.614 -2.080 -0.757 0.068
H 1.322 -2.916 -0.470 0.112
H 1.646 -1.268 0.088 0.096
H 0.637 -3.388 1.909 0.058
H 1.556 -2.159 2.229 0.045
H -0.339 4.503 -2.393 0.004
H -0.710 5.355 -3.596 0.022
O 0.035 5.113 -3.038 -0.086
```

total charge: -1
HOMO: -2.81 eV
strongest force on any atom: 3.475 eV/Å
frontier orbital gap: 6.57 eV
E_tot: -20221.9529 eV

=====

11.
Here is a cluster of 2 separate species, C4H13N2OS in total from OMol25. Energies are from wB97M-V/def2-TZVPD.

```
21
Properties=species:S:1:pos:R:3:lowdin_charge:R:1
C -1.615 0.189 0.741 -0.120
C -0.225 0.929 0.999 -0.485
C 0.773 0.169 1.872 -0.699
S -0.221 -0.526 3.280 0.115
N 0.289 1.403 -0.282 -0.075
C 0.983 0.586 -1.232 -0.324
N 0.507 0.589 -2.638 -0.025
H -2.400 0.765 0.981 0.007
H -1.623 -0.786 1.313 0.000
H -1.747 -0.247 -0.244 0.042
H -0.393 1.848 1.616 0.121
H 1.371 -0.663 1.339 0.059
H 1.538 0.751 2.387 0.015
H 0.871 2.266 -0.135 0.116
H 2.043 0.934 -1.445 0.117
H 0.866 -0.510 -1.054 0.107
H 0.293 1.427 -3.025 -0.010
H -0.334 0.033 -2.836 0.054
H -0.261 -2.854 0.276 0.068
H -0.713 -3.044 -1.291 0.049
O -0.001 -3.259 -0.620 -0.131
```

total charge: -1
HOMO: -2.40 eV
strongest force on any atom: 5.364 eV/Å
frontier orbital gap: 5.85 eV
E_tot: -20221.0775 eV

=====

12.
Here is an isolated molecule of C4H13N2S from OMol25. Energies are from wB97M-V/def2-TZVPD.

```
20
Properties=species:S:1:pos:R:3:lowdin_charge:R:1
N -0.225 0.369 2.261 0.067
C -0.613 0.025 0.834 -0.375
C 0.537 0.266 -0.147 -0.292
C 0.616 -0.790 -1.219 -0.560
S 2.298 -0.730 -1.934 0.686
C -1.865 0.848 0.466 -0.266
N -2.881 0.751 1.520 -0.012
H 0.756 0.053 2.465 0.043
H -0.908 -0.028 2.931 0.063
H -0.167 1.420 2.378 0.027
H -0.960 -0.992 0.854 0.118
H 1.464 0.282 0.425 0.069
H 0.479 1.265 -0.556 0.106
H -0.088 -0.694 -2.031 0.071
H 0.516 -1.788 -0.798 0.066
H 2.015 -1.129 -3.186 -0.153
H -1.563 1.898 0.352 0.104
H -2.280 0.454 -0.476 0.123
H -3.100 1.644 1.917 0.050
H -3.693 0.247 1.205 0.065
```

multiplicity: 2
HOMO (alpha / beta): -3.39 / -9.33 eV
strongest force on any atom: 1.167 eV/Å
frontier orbital gap (alpha / beta): 4.06 / 9.89 eV
E_tot: -18170.9711 eV

=====

> Look up the E_tot of the ninth one.

-15523.3490 eV